{"formula": "C18H30N5O7S", "method": "wB97M-V/def2-TZVPD", "symbols": ["N", "C", "C", "C", "C", "C", "C", "C", "S", "C", "N", "N", "C", "O", "C", "N", "N", "H", "H", "H", "H", "H", "H", "H", "H", "H", "H", "H", "H", "H", "H", "C", "C", "O", "C", "O", "O", "C", "H", "H", "H", "H", "H", "H", "H", "H", "C", "C", "O", "C", "O", "O", "C", "H", "H", "H", "H", "H", "H", "H", "H"], "positions_angstrom": [[-0.541838, -0.922730, 2.797389], [0.774919, -0.830040, 2.100500], [0.732492, -0.020992, 0.715167], [0.564052, 1.556620, 0.877108], [-0.162435, 2.204847, 2.112938], [-0.232481, 3.739325, 2.001236], [-0.982569, 4.567749, 3.158021], [-2.299715, 5.343239, 2.636913], [-3.017954, 4.660750, 1.073846], [-3.663974, 2.963269, 1.333925], [-4.474263, 2.436410, 0.291678], [-4.847581, 1.157581, 0.596752], [-4.254953, 0.926760, 1.872137], [-3.498837, 2.031624, 2.387792], [0.398832, 4.501344, 0.813803], [1.015881, 3.783043, -0.213341], [1.029747, 2.466148, -0.113614], [-0.888341, -1.885085, 2.869132], [-0.375720, -0.517303, 3.737536], [1.618078, -0.451048, 2.792039], [1.082388, -1.909412, 1.824469], [-0.132167, -0.442338, 0.085597], [1.697322, -0.243881, 0.149696], [-0.595431, 1.605720, 2.971400], [-0.272468, 5.223278, 3.773157], [-1.366891, 3.765361, 3.896527], [-3.070623, 5.421835, 3.492093], [-1.971584, 6.418463, 2.404264], [-4.374237, -0.075386, 2.402987], [0.379241, 5.646689, 0.737806], [1.473717, 1.987161, -0.925875], [-3.626009, -1.475284, -2.571414], [-3.915656, -1.889972, -1.140798], [-4.806703, -3.010486, -1.094866], [-4.264332, -4.196939, -1.411522], [-3.112571, -4.393116, -1.720765], [-5.230565, -5.126360, -1.354788], [-4.809079, -6.423199, -1.776311], [-4.557296, -1.285210, -3.111065], [-3.010241, -0.573655, -2.594759], [-3.099615, -2.262289, -3.115582], [-4.416852, -1.069989, -0.622151], [-2.996853, -2.107623, -0.587226], [-3.929922, -6.754796, -1.220453], [-4.606298, -6.417441, -2.849403], [-5.624511, -7.120255, -1.580948], [6.734337, 1.407959, -2.575041], [6.418026, 0.956715, -1.161294], [5.491324, -0.138434, -1.158258], [5.999018, -1.332274, -1.508363], [7.143466, -1.555048, -1.815151], [5.001662, -2.232505, -1.488350], [5.386305, -3.528716, -1.948429], [5.814454, 1.643904, -3.117190], [7.377187, 2.290074, -2.563572], [7.242007, 0.623247, -3.139307], [5.936463, 1.775126, -0.620584], [7.323542, 0.693682, -0.607673], [6.249821, -3.905159, -1.396941], [5.598394, -3.495078, -3.019093], [4.547891, -4.205879, -1.781785]], "atomic_forces_ev_per_a": [[1.164, 1.008, 0.469], [0.727, -1.211, -0.458], [0.093, 0.400, -0.093], [-1.588, 2.174, 2.120], [2.016, 3.118, -4.089], [0.575, -1.359, -0.264], [-0.480, -1.744, 0.226], [0.780, 0.406, 1.199], [-0.243, -0.973, 0.819], [-2.453, -2.056, -2.220], [2.701, 1.921, 3.191], [3.446, 0.553, 5.834], [-1.507, 0.226, -3.119], [-1.910, -0.548, -3.372], [0.059, -3.486, 0.258], [-1.814, 1.953, 3.002], [-0.612, -3.082, 1.505], [0.391, 0.647, 0.106], [-0.664, -0.868, -0.718], [-1.396, -0.353, -1.146], [-0.237, 1.820, 0.176], [1.130, 0.840, 0.913], [-1.160, 0.427, 0.651], [0.597, 0.897, -1.440], [-0.947, -0.742, -1.212], [0.722, 1.206, -1.134], [1.229, -0.262, -1.456], [-0.814, -1.557, -0.127], [0.514, 1.983, -0.416], [0.085, -2.117, 0.027], [-0.348, 0.730, 0.734], [0.027, -0.256, -0.242], [0.226, 0.497, -0.167], [0.108, -0.396, 0.170], [-0.177, -0.010, -0.229], [-0.375, 0.090, 0.264], [0.344, 0.441, 0.107], [0.030, -0.522, -0.126], [0.054, 0.133, 0.152], [-0.088, 0.014, 0.038], [0.039, 0.064, 0.143], [-0.194, -0.293, -0.025], [-0.050, -0.212, -0.129], [-0.023, 0.146, -0.144], [0.130, 0.006, 0.140], [-0.050, 0.311, 0.057], [-0.013, -0.217, -0.232], [0.469, 0.467, -0.198], [-0.155, -0.332, 0.189], [0.139, -0.033, -0.278], [-0.529, 0.109, 0.261], [0.183, 0.419, 0.162], [0.053, -0.550, -0.156], [0.044, 0.114, 0.120], [-0.072, -0.031, 0.043], [0.042, 0.069, 0.158], [-0.184, -0.282, 0.030], [-0.111, -0.161, -0.144], [-0.019, 0.161, -0.143], [0.133, 0.000, 0.146], [-0.041, 0.302, 0.065]], "charge": 1, "e_above_lowest_kcal_mol": 82.2, "molar_mass_g_mol": 460.53, "e_tot_ev": -51758.51140, "gap_ha": 0.2536, "max_force_ha_per_bohr": 0.132, "homo_energy_ev": -11.577}